1.
ORCA calculation (ωB97M-V/def2-TZVPD) on a cluster of 15 separate species, C3H36N2O15S in total at a distorted geometry.

Properties
- multiplicity = 1
- E_LUMO (eV) = 0.265
- frontier orbital gap (eV) = 7.87
- energy relative to the best compared isomer or geometry (same formula, charge and spin) (kcal/mol) = 0.0

Each line ends with the natural charge from an NBO analysis.
CARTESIAN COORDINATES (ANGSTROEM)
N 0.64917 1.40088 1.83042  -0.77
C 0.72264 0.45063 0.64554  -0.18
C -0.38089 -0.60106 0.76668  -0.55
S -0.12119 -1.71495 2.17898  -0.67
C 0.50249 1.22984 -0.64466  0.72
N 1.14667 0.80875 -1.76527  -0.81
O -0.15895 2.26638 -0.66027  -0.70
H 1.13051 2.32741 1.59656  0.47
H 2.05818 -0.80641 3.59794  0.49
H -0.32353 1.58657 2.12742  0.46
H 1.78027 0.02890 0.65241  0.26
H -0.39346 -1.20007 -0.18841  0.21
H -1.35651 -0.12095 0.87696  0.20
H 1.49379 -0.15030 -1.83097  0.42
H 0.90449 1.25900 -2.60767  0.42
H -2.59877 2.31001 3.04337  0.49
H -2.49521 0.81115 2.76153  0.51
O -2.15676 1.68611 2.49013  -1.00
H -2.81259 -1.24670 -0.52891  0.50
H -2.59758 0.12892 -0.82082  0.51
O -2.53389 -0.71047 -1.22655  -1.00
H -1.96355 2.92839 -3.25025  0.49
H -0.83596 2.51620 -2.25444  0.50
O -1.13422 2.39733 -3.17823  -0.99
H -2.36043 -0.40600 -3.02836  0.49
H -1.57201 0.79445 -3.63168  0.50
O -1.77104 -0.14824 -3.75925  -1.02
H -3.61000 -2.90481 0.93124  0.49
H -2.13744 -2.45602 1.35443  0.52
O -3.04046 -2.15798 0.97893  -1.01
H 0.18853 -4.21030 -0.62719  0.48
H 0.04084 -3.35692 -1.84763  0.49
O 0.51316 -4.11876 -1.49226  -0.97
H -2.67196 1.70966 0.83613  0.50
H -1.86608 2.11126 -0.36455  0.49
O -2.71107 1.73161 -0.13829  -1.00
H -3.18701 -1.14798 2.32462  0.51
H -2.37427 -1.07306 3.58673  0.50
O -3.12318 -0.62303 3.19713  -0.99
H 3.10568 -1.44045 -0.26641  0.53
H 4.46500 -1.48125 0.59239  0.49
O 3.68906 -0.94095 0.44036  -1.03
H 2.06097 -3.11623 -1.44511  0.52
H 1.35715 -1.88214 -1.80751  0.50
O 2.27938 -2.14539 -1.49357  -1.03
H 1.16502 0.98255 2.66079  0.48
H 2.82132 -0.52126 2.45102  0.49
O 2.47479 -0.08451 3.20892  -0.94
H 3.31513 1.44811 -1.22867  0.48
H 3.99219 0.70037 -0.03729  0.51
O 3.90646 1.57344 -0.45343  -0.99
H -1.06306 -1.36206 -1.76437  0.52
H -0.43760 -1.39723 -3.18230  0.53
O -0.26468 -1.63019 -2.26635  -1.04
H 2.63207 4.06676 0.83184  0.48
H 3.09306 2.68348 0.65087  0.50
O 2.56539 3.21755 1.17733  -0.96


2.
ORCA calculation (ωB97M-V/def2-TZVPD) on a cluster of 14 separate species, C3H36NO15 in total at a distorted geometry.

Properties
- multiplicity = 1
- E_LUMO (eV) = -2.563
- frontier orbital gap (eV) = 10.82
- net charge = +1
- energy relative to the best compared isomer or geometry (same formula, charge and spin) (kcal/mol) = 3.2

Each line ends with the natural charge from an NBO analysis.
CARTESIAN COORDINATES (ANGSTROEM)
C 3.22035 0.34138 -2.50236  -0.08
O 3.86355 -0.90697 -2.43443  -0.72
C 3.05400 1.05112 -1.14399  -0.10
C 2.05654 2.22960 -1.37388  -0.09
O 1.44794 2.68227 -0.20161  -0.72
N 2.56526 0.00379 -0.14818  -0.73
H 2.28564 0.26387 -3.06196  0.20
H 3.90806 0.99036 -3.08007  0.19
H 4.80829 -0.82992 -2.26121  0.48
H 3.99787 1.46895 -0.80222  0.21
H 2.58340 3.12437 -1.75929  0.21
H 1.40495 1.87564 -2.21397  0.20
H 0.54144 2.33465 -0.14887  0.50
H 1.56800 0.20810 -0.03927  0.42
H 2.59771 -1.01090 -0.34395  0.48
H 3.09773 0.21180 0.75551  0.50
H -4.13630 1.28190 -1.66022  0.50
H -4.19611 0.88657 -3.07756  0.49
O -3.85899 0.54969 -2.23458  -0.99
H -2.61436 2.43044 0.23717  0.48
H -4.02798 2.93591 0.42992  0.48
O -3.38350 2.74146 -0.26205  -0.96
H -1.94480 0.28734 0.16188  0.49
H -0.59897 0.44440 0.89174  0.51
O -1.15169 0.86404 0.20427  -1.04
H -3.97290 -0.82685 0.48881  0.50
H -3.04327 -1.00882 -0.69587  0.52
O -3.04524 -1.02618 0.29423  -0.99
H -2.00724 -3.82270 -0.69157  0.49
H -2.11668 -3.28403 0.66297  0.47
O -1.68725 -4.01664 0.20804  -0.95
H 3.33779 -1.79899 3.08924  0.48
H 2.13338 -1.00712 2.90567  0.49
O 3.11818 -0.87564 2.88368  -0.98
H 0.27694 -3.17614 -0.12147  0.51
H 0.24978 -1.74080 0.38298  0.48
O 0.82920 -2.37622 -0.07243  -1.01
H -2.03978 -1.69451 -2.94411  0.50
H -3.50750 -1.66197 -2.36324  0.49
O -2.63989 -2.09133 -2.30310  -0.97
H -1.73018 -1.35576 1.84030  0.50
H -0.56835 -0.96615 2.83660  0.51
O -0.78244 -1.20350 1.91539  -1.01
H 3.08918 2.45815 1.78174  0.50
H 3.31170 1.30340 2.80626  0.51
O 2.87481 1.53723 1.97549  -0.97
H -0.72441 0.69791 -1.86050  0.47
H -1.95116 1.26538 -2.38881  0.48
O -1.07117 1.01439 -2.70236  -0.96
H -3.14760 1.07845 1.25084  0.46
H -3.19351 2.05546 2.37943  0.47
O -3.17075 1.10682 2.20674  -0.93
H 0.46327 -0.05031 4.67069  0.50
H 0.78900 -1.55960 4.60235  0.50
O 0.67248 -0.76786 4.06078  -0.97


3.
ORCA calculation (ωB97M-V/def2-TZVPD) on a cluster of 16 separate species, C3H37NO15 in total at a distorted geometry.

Properties
- multiplicity = 1
- E_LUMO (eV) = 0.032
- frontier orbital gap (eV) = 8.06
- energy relative to the best compared isomer or geometry (same formula, charge and spin) (kcal/mol) = 84.3

Each line ends with the natural charge from an NBO analysis.
CARTESIAN COORDINATES (ANGSTROEM)
C -2.38543 2.10994 1.58697  -0.70
C -1.35870 2.75291 0.77448  0.15
C -1.23471 4.05883 0.49374  -0.51
N -0.37417 1.88049 0.37012  -0.89
H -3.19894 2.71084 2.02359  0.23
H -1.97816 1.80104 2.60005  0.22
H -2.83720 1.15896 1.24350  0.27
H -0.47001 4.45597 -0.10636  0.19
H -1.92565 4.87134 0.88962  0.21
H -0.49967 0.93560 0.45895  0.39
H 0.19947 2.20475 -0.50040  0.42
H 1.56292 2.54886 -2.77104  0.47
H 1.00231 1.17558 -2.63354  0.49
O 0.88186 2.05863 -2.50769  -0.97
H 3.31085 2.04458 0.84893  0.45
H 4.14103 3.04678 0.36662  0.46
O 3.74617 2.72637 1.09022  -0.91
H -5.04490 -2.11580 -0.12757  0.49
H -4.12478 -1.87299 -1.29249  0.51
O -4.07401 -2.19731 -0.36124  -0.98
H 0.62583 -3.04873 1.29089  0.51
H -0.30717 -4.03661 2.04644  0.48
O -0.37511 -3.21617 1.51876  -1.00
H -2.55583 1.73839 -1.04858  0.49
H -1.52883 1.22057 -2.08997  0.49
O -2.45150 1.45143 -1.96557  -0.96
H 2.28992 -1.31352 0.93685  0.51
H 3.30653 -2.54587 0.62433  0.52
O 2.32248 -2.35104 0.99206  -1.05
H 1.80056 0.74178 1.06345  0.51
H 2.52960 0.50649 2.37705  0.53
O 2.64161 0.29145 1.48489  -0.99
H -0.55739 -1.01409 3.14438  0.49
H 0.66516 -1.47807 2.35070  0.48
O 0.18952 -0.70393 2.57107  -0.97
H 1.08941 2.60666 2.05244  0.50
H 0.41323 1.55667 3.09536  0.48
O 1.17033 2.05061 2.90694  -0.98
H 4.80386 -0.15881 -0.38356  0.46
H 3.41782 -0.04529 0.02897  0.47
O 3.99560 -0.43895 -0.69492  -0.96
H 1.50246 -0.66392 -3.84338  0.46
H 1.82162 -1.03570 -2.38498  0.51
O 1.94268 -0.29551 -3.09737  -1.00
H -1.63392 -1.39575 1.25440  0.49
H -2.90117 -1.07792 0.35134  0.49
O -2.35909 -0.78087 1.08602  -1.01
H -3.36652 -1.00812 -3.84003  0.48
H -3.04053 -0.38273 -2.53771  0.49
O -3.15564 -1.23904 -2.90244  -0.98
H -2.22918 -2.92485 -0.95228  0.49
H -1.13416 -3.80879 -0.34022  0.49
O -1.39990 -3.30205 -1.12351  -0.97
H 0.42360 -2.54884 -1.55788  0.50
H 1.81382 -2.55008 -0.89810  0.49
O 1.31328 -2.42760 -1.67994  -0.96


4.
ORCA calculation (ωB97M-V/def2-TZVPD) on a cluster of 16 separate species, C3H38N2O16 in total at a distorted geometry.

Properties
- multiplicity = 1
- E_LUMO (eV) = 0.218
- frontier orbital gap (eV) = 9.57
- energy relative to the best compared isomer or geometry (same formula, charge and spin) (kcal/mol) = 146.2

Each line ends with the natural charge from an NBO analysis.
CARTESIAN COORDINATES (ANGSTROEM)
O -3.61436 0.68570 0.26192  -0.54
C -3.36107 1.86132 0.36138  0.44
C -3.04706 2.76320 -0.90206  -0.32
N -1.78832 2.40526 -1.56654  -0.65
C -1.89554 1.29028 -2.46314  -0.04
N -0.55073 1.18176 -3.17382  -0.88
H -3.12039 2.22246 1.35469  0.13
H -2.87785 3.79439 -0.49796  0.22
H -3.95312 2.65933 -1.50754  0.19
H -1.46172 3.23559 -2.04716  0.39
H -2.02413 0.34370 -1.81336  0.16
H -2.61659 1.27746 -3.12153  0.16
H -0.35130 0.71384 -4.04479  0.40
H 0.10226 0.72253 -2.58505  0.37
H 0.55467 0.68679 -0.50418  0.50
H -0.05550 1.96699 -0.83897  0.49
O 0.68772 1.63394 -0.47601  -1.00
H -2.25963 -2.99492 -2.13745  0.49
H -1.13392 -3.59089 -1.34346  0.49
O -1.29779 -3.12811 -2.16294  -0.98
H 1.48965 -1.61322 -2.98761  0.47
H 0.29690 -2.28014 -3.70891  0.49
O 0.92572 -1.57201 -3.88145  -0.96
H 2.38233 -2.32594 2.11836  0.48
H 1.73013 -3.10916 3.04943  0.46
O 2.41274 -3.17291 2.40435  -0.95
H 4.67360 -0.64484 0.51916  0.48
H 3.14080 -0.44795 0.80914  0.50
O 3.75433 -0.46562 0.09845  -0.99
H -4.32371 -1.04660 -1.71598  0.49
H -4.41087 -2.44787 -1.99957  0.47
O -3.74705 -1.77186 -2.10542  -0.95
H 0.52105 2.79326 1.00040  0.51
H 0.81834 3.84725 2.09732  0.48
O 0.24196 3.24287 1.79620  -0.97
H 0.02635 -3.36192 0.64781  0.48
H -0.60104 -4.30271 1.60370  0.46
O -0.72694 -4.02379 0.81051  -0.93
H 0.22523 2.25505 3.23437  0.53
H 0.07071 0.57399 3.45597  0.49
O 0.32660 1.42143 3.74571  -0.99
H -0.62846 -0.38098 0.76119  0.51
H -1.72235 -0.13718 1.88631  0.49
O -0.84811 -0.49928 1.68262  -1.00
H 2.20740 -2.77106 0.01008  0.50
H 2.90381 -2.26264 -1.10674  0.51
O 1.98751 -2.53770 -0.90532  -0.96
H 1.90963 1.22202 3.88006  0.49
H 2.98398 2.01633 2.88203  0.51
O 2.97733 1.26711 3.61421  -1.01
H 3.34837 2.54189 0.36000  0.47
H 2.09699 2.26621 0.26242  0.49
O 2.54019 2.62358 0.97869  -0.98
H -0.61103 -1.08267 -1.62639  0.51
H 0.77013 -1.53019 -1.02002  0.51
O -0.02563 -0.93438 -0.89789  -1.03
H 0.94214 -0.58597 2.40938  0.48
H 2.16391 0.07270 2.90632  0.50
O 1.84172 -0.56572 2.13909  -1.04


5.
ORCA calculation (ωB97M-V/def2-TZVPD) on a cluster of 15 separate species, C3H38NO14 in total at a distorted geometry.

Properties
- multiplicity = 1
- E_LUMO (eV) = -2.336
- frontier orbital gap (eV) = 10.43
- net charge = +1
- energy relative to the best compared isomer or geometry (same formula, charge and spin) (kcal/mol) = 15.2

Each line ends with the natural charge from an NBO analysis.
CARTESIAN COORDINATES (ANGSTROEM)
C -2.11540 -0.42220 -0.44483  -0.66
C -1.09135 -0.67852 0.72026  -0.04
C -0.79812 -2.18003 1.01293  -0.63
N 0.21661 -0.05514 0.27497  -0.76
H -2.24006 0.54128 -1.02310  0.23
H -1.97932 -1.05174 -1.24807  0.21
H -3.21246 -0.58606 -0.08339  0.23
H -1.45572 -0.14531 1.68755  0.23
H -0.58421 -2.67660 0.15722  0.20
H -1.63946 -2.66856 1.40085  0.22
H 0.05109 -2.19468 1.71691  0.25
H 0.17942 0.97087 0.14633  0.49
H 0.89197 -0.17680 1.05196  0.44
H 0.54811 -0.49555 -0.60314  0.46
H -0.23297 3.11376 -2.99248  0.47
H -1.56533 2.90445 -2.53501  0.46
O -0.79734 3.11254 -2.24133  -0.94
H 0.33370 -0.25626 3.65774  0.53
H 0.34243 -1.75931 4.06263  0.49
O 0.56819 -1.23566 3.32223  -0.99
H 3.43731 0.96773 1.35610  0.52
H 4.20980 2.47340 1.35409  0.51
O 3.48267 1.89664 1.15682  -1.01
H 2.63967 1.79245 -0.29769  0.50
H 2.23992 2.11256 -1.75063  0.47
O 2.12104 1.46333 -1.06113  -1.01
H -1.05992 3.17560 0.01004  0.49
H -0.10037 3.38402 1.03581  0.49
O -0.40960 2.64582 0.47522  -0.95
H -1.52730 1.77612 2.83016  0.51
H -1.20046 2.50372 4.24487  0.48
O -0.88316 1.81068 3.66345  -1.02
H 2.18884 -1.01304 2.47805  0.51
H 3.37876 -1.25604 1.43343  0.51
O 2.81396 -0.64755 1.86210  -1.03
H -3.78134 -1.49050 -3.29264  0.48
H -4.97478 -1.29295 -2.39144  0.49
O -4.11599 -0.90470 -2.57511  -0.96
H -3.58878 2.53924 -3.44150  0.49
H -3.47831 0.96081 -3.03558  0.51
O -3.08064 1.82104 -3.07220  -1.01
H 4.91120 -2.92956 0.19790  0.49
H 3.40022 -2.86743 -0.12335  0.51
O 4.10469 -2.53844 0.44459  -0.99
H -3.70790 1.97500 2.01300  0.50
H -2.67407 1.97144 0.73145  0.51
O -2.79724 1.99996 1.71367  -0.97
H 1.08423 -3.12193 -1.06081  0.48
H 0.97094 -4.24656 -0.01423  0.49
O 1.60228 -3.71534 -0.54948  -0.96
H -0.62365 -1.10110 -2.72602  0.51
H 1.01673 -1.43941 -2.36878  0.53
O 0.04535 -1.56426 -2.08867  -1.03
H 3.28372 -0.04137 -2.39297  0.50
H 2.94901 -0.52825 -0.94716  0.49
O 2.70341 -0.63162 -1.85156  -0.97